# 1
139
Properties=species:S:1:pos:R:3:forces:R:3 method="wB97M-V/def2-TZVPD" orbital_gap_ev=9.663 homo_ev=-9.33 e_lumo_ev=0.3
C -4.611 0.705 0.819 0.20 0.44 -0.18
C -4.492 1.389 2.161 -0.10 -1.14 0.56
O -3.561 1.131 2.912 0.18 0.46 -0.07
N -5.515 2.189 2.537 -0.50 0.29 -0.07
C -5.607 2.804 3.850 0.69 -0.48 -0.02
H -5.199 1.280 0.108 -0.03 -0.01 -0.09
H -5.022 -0.300 0.913 -0.09 0.06 0.21
H -3.593 0.597 0.450 0.00 -0.07 -0.13
H -6.381 2.104 2.032 0.15 0.11 -0.24
H -5.869 2.077 4.624 -0.33 0.08 -0.05
H -6.312 3.625 3.788 -0.05 0.04 0.22
H -4.618 3.157 4.140 -0.06 0.22 -0.15
C -3.557 0.711 -3.163 0.21 -0.03 0.11
C -3.442 2.161 -2.780 -0.01 0.18 0.18
O -4.328 2.720 -2.158 -0.11 0.05 0.12
N -2.255 2.773 -3.033 0.30 -0.02 -0.19
C -1.913 4.082 -2.530 0.26 0.29 -0.15
H -3.043 0.178 -2.357 -0.17 -0.21 -0.07
H -3.076 0.421 -4.097 0.01 0.18 -0.07
H -4.610 0.452 -3.175 0.00 -0.12 -0.01
H -1.598 2.363 -3.675 -0.11 -0.30 0.06
H -2.791 4.548 -2.095 -0.04 -0.04 -0.02
H -1.531 4.703 -3.344 -0.16 0.07 0.01
H -1.116 4.038 -1.779 -0.13 -0.11 0.09
C 0.594 1.007 0.567 0.93 -0.19 -0.26
C -0.459 1.215 -0.534 -0.34 0.49 0.92
O -0.723 -0.075 -1.097 0.23 -0.44 -0.37
S -0.406 -1.158 0.040 -0.26 1.57 0.55
O -0.042 -2.394 -0.508 0.29 -0.86 -0.76
O -1.446 -1.060 1.003 -0.23 -0.17 0.22
O 0.878 -0.414 0.581 -0.18 -0.38 0.00
H 0.295 1.319 1.562 -0.13 0.12 -0.07
H 1.540 1.446 0.262 -0.02 0.22 0.28
H -0.082 1.905 -1.280 -0.12 -0.28 -0.35
H -1.366 1.597 -0.068 -0.14 0.09 -0.25
C 3.948 -2.211 -1.641 -0.36 -0.82 -0.77
C 5.047 -1.668 -2.565 -0.33 0.40 0.72
C 6.084 -1.160 -1.517 0.35 -0.59 -0.85
O 5.505 -1.280 -0.221 0.07 0.21 -0.17
C 4.107 -1.357 -0.421 -0.51 0.39 -0.24
H 4.122 -3.272 -1.441 0.09 0.08 0.21
H 2.949 -2.148 -2.079 0.00 0.10 0.05
H 4.654 -0.833 -3.149 0.05 -0.01 -0.04
H 5.424 -2.426 -3.246 0.19 0.03 0.02
H 6.397 -0.138 -1.745 -0.12 0.11 0.24
H 6.969 -1.797 -1.574 0.08 0.12 0.32
H 3.679 -0.379 -0.703 0.16 0.14 0.39
H 3.596 -1.713 0.471 0.22 -0.07 0.11
C 1.726 0.410 -5.390 -0.22 -0.52 -0.92
C 1.657 1.928 -5.389 -0.38 -0.26 0.20
C 2.023 2.231 -3.923 0.23 1.12 -1.17
O 1.868 1.040 -3.199 -0.50 -0.25 0.54
C 1.213 0.012 -4.021 1.82 1.25 0.44
H 2.771 0.105 -5.494 0.01 -0.04 0.26
H 1.224 -0.043 -6.249 -0.28 0.02 0.19
H 0.643 2.273 -5.609 0.02 -0.06 -0.04
H 2.317 2.347 -6.145 0.10 0.21 0.19
H 1.413 3.072 -3.561 -0.20 -0.32 0.33
H 3.049 2.612 -3.889 0.10 -0.41 0.33
H 0.139 0.067 -3.853 -0.10 -0.31 -0.18
H 1.709 -0.884 -3.657 -0.69 -0.44 -0.04
C 0.303 -1.298 4.119 0.04 0.08 0.01
C -0.987 -0.692 4.642 -0.32 0.10 0.69
C -0.756 0.803 4.598 -0.35 0.25 0.09
O 0.642 0.974 4.806 0.19 -0.05 -0.09
C 1.302 -0.127 4.194 0.34 -0.47 -0.63
H 0.164 -1.669 3.106 0.23 -0.06 -0.08
H 0.613 -2.109 4.775 0.06 -0.17 -0.22
H -1.073 -0.988 5.690 -0.28 0.04 -0.03
H -1.900 -0.978 4.127 0.10 -0.06 -0.14
H -1.305 1.317 5.390 0.23 0.05 0.09
H -1.111 1.265 3.667 0.26 -0.20 -0.20
H 2.211 -0.404 4.731 -0.18 0.27 0.43
H 1.672 0.110 3.184 -0.29 0.30 0.01
C 3.951 3.485 -1.095 -0.77 -0.47 0.50
C 3.762 5.010 -0.953 1.08 -0.67 -0.48
C 3.671 5.185 0.558 -0.88 0.40 -0.39
O 4.596 4.249 1.059 0.03 0.09 0.27
C 4.390 3.049 0.315 0.24 -0.09 0.52
H 4.646 3.154 -1.862 0.04 0.23 -0.10
H 2.980 3.019 -1.289 0.12 -0.06 -0.23
H 2.962 5.382 -1.588 -0.17 0.16 0.28
H 4.711 5.441 -1.287 -0.20 0.38 0.02
H 2.653 4.984 0.925 0.05 -0.23 -0.11
H 3.887 6.209 0.861 0.50 -0.16 0.20
H 3.630 2.423 0.808 -0.16 0.24 -0.07
H 5.309 2.470 0.408 0.10 0.13 -0.39
C -0.298 6.241 2.306 0.48 -0.20 -0.15
C 0.612 5.488 3.322 -0.81 0.68 0.38
C 0.670 4.070 2.781 0.41 -0.20 -0.40
O 0.280 4.170 1.404 0.11 -0.18 -0.15
C -0.762 5.136 1.375 -0.15 -0.40 -0.12
H 0.361 6.914 1.757 -0.30 0.20 -0.12
H -1.139 6.796 2.712 0.13 0.04 0.24
H 0.185 5.533 4.325 0.07 -0.16 0.01
H 1.575 5.992 3.366 0.16 -0.25 -0.02
H 0.004 3.379 3.306 -0.04 0.10 0.06
H 1.678 3.654 2.787 -0.04 -0.07 0.09
H -1.683 4.641 1.715 -0.08 0.24 0.11
H -0.913 5.458 0.345 0.07 -0.02 -0.01
C -1.854 -4.884 -3.968 0.52 0.50 -0.39
C -0.403 -4.391 -3.836 1.06 -0.83 0.14
C 0.029 -3.929 -5.235 -0.75 0.05 0.48
O -1.181 -3.660 -5.931 -0.03 0.48 0.30
C -2.156 -4.583 -5.448 0.00 -0.46 -0.49
H -2.521 -4.328 -3.314 -0.01 -0.08 0.09
H -1.879 -5.942 -3.723 -0.42 -0.04 -0.11
H 0.301 -5.205 -3.627 -0.37 -0.11 0.46
H -0.262 -3.678 -3.025 -0.10 0.33 -0.27
H 0.552 -4.729 -5.767 0.21 0.03 0.08
H 0.661 -3.047 -5.142 -0.10 0.14 -0.52
H -2.091 -5.502 -6.048 0.04 -0.02 0.09
H -3.134 -4.151 -5.652 -0.03 0.08 0.19
C 2.032 -4.787 0.495 0.53 0.45 -0.40
C 1.569 -4.481 1.933 -0.08 0.24 -0.76
C 1.937 -5.779 2.661 0.32 0.83 0.00
O 1.795 -6.802 1.695 0.05 -0.43 0.26
C 2.232 -6.315 0.447 -0.10 0.57 -0.65
H 2.990 -4.293 0.301 0.09 -0.15 0.27
H 1.408 -4.340 -0.278 -0.45 -0.43 0.13
H 0.504 -4.242 1.956 -0.06 -0.31 0.09
H 2.087 -3.574 2.246 0.05 -0.21 0.52
H 1.316 -5.999 3.524 -0.12 -0.15 -0.07
H 2.979 -5.690 3.003 -0.01 -0.23 -0.03
H 1.673 -6.823 -0.340 -0.25 0.07 0.13
H 3.288 -6.515 0.212 0.03 -0.24 0.54
C -5.104 -2.717 3.357 0.49 1.06 0.00
C -4.055 -2.960 2.253 -1.02 0.00 -0.68
C -2.805 -3.484 2.990 -0.71 0.46 -1.05
O -3.173 -3.609 4.352 0.36 -0.63 0.22
C -4.228 -2.717 4.607 -0.54 0.70 0.11
H -5.935 -3.418 3.378 0.16 -0.25 0.01
H -5.502 -1.706 3.234 -0.32 -0.15 0.03
H -3.888 -2.064 1.652 0.40 0.18 0.50
H -4.489 -3.624 1.498 0.38 -0.48 0.28
H -1.995 -2.766 2.853 0.14 -0.11 0.15
H -2.542 -4.432 2.522 0.33 -0.22 0.64
H -3.862 -1.691 4.772 0.21 -0.09 -0.16
H -4.757 -2.960 5.529 0.14 -0.52 -0.05


# 2
27
Properties=species:S:1:pos:R:3:forces:R:3 method="wB97M-V/def2-TZVPD" orbital_gap_ev=6.225 de_lowest_kcal_mol=1.3 homo_ev=-3.10 total_charge=-1 e_lumo_ev=3.1
C 0.172 0.241 -1.655 0.11 0.60 0.39
C 0.280 -0.873 -2.479 0.48 -1.55 -1.37
N 0.427 -1.795 -3.198 -0.28 1.29 1.08
C -1.016 0.583 -0.984 0.35 -0.32 -0.31
C -1.093 1.746 -0.157 -0.46 -0.01 0.19
C -2.263 2.061 0.509 0.35 -0.04 -0.18
C -3.402 1.242 0.378 -0.51 0.28 0.40
C -4.619 1.573 1.072 -1.15 0.35 0.70
N -5.609 1.842 1.638 1.64 -0.44 -0.94
C -3.345 0.098 -0.435 0.44 -0.31 -0.41
C -2.184 -0.235 -1.111 -0.58 0.29 0.45
H 1.045 0.890 -1.582 -0.19 -0.12 -0.03
H -0.207 2.384 -0.064 -0.33 -0.20 0.00
H -2.320 2.948 1.144 0.03 -0.24 -0.18
H -4.231 -0.531 -0.533 0.23 0.17 0.04
H -2.151 -1.127 -1.740 0.04 0.31 0.22
C 3.608 -0.531 0.994 0.49 0.43 -0.02
C 3.157 -1.591 -0.018 -0.09 -0.33 -0.20
C 1.825 -1.670 0.744 -0.63 -0.08 -0.30
O 0.874 -2.400 0.706 0.67 0.26 0.20
C 2.203 -0.454 1.603 -0.35 -0.01 0.25
H 4.344 -0.921 1.699 0.04 0.18 -0.10
H 3.955 0.402 0.542 0.12 -0.15 0.19
H 3.015 -1.193 -1.031 -0.04 -0.28 0.14
H 3.745 -2.513 -0.029 -0.16 0.04 -0.23
H 2.143 -0.614 2.684 -0.18 0.12 -0.11
H 1.647 0.442 1.303 -0.05 -0.25 0.14


Computed values of max |F| (unit: eV Å⁻¹) for the preceding records, in sequence: 2.25; 2.13.